(1)
# C4H7IN

The ion C4H7IN with charge +1 at a distorted geometry (ωB97M-V/def2-TZVPD, the OMol25 dataset).

Atoms and positions in Å:
H (1.3200, 1.7318, -0.0726)
I (3.6861, 0.0365, 0.0134)
H (0.7379, -0.5144, -1.5825)
H (-2.7505, 0.4066, 0.5996)
N (0.7574, -0.2268, -0.5355)
C (-1.7740, 0.4490, 0.0887)
H (-1.6629, 1.4159, -0.3159)
H (0.3330, -1.4668, 1.1646)
C (-0.8950, -0.4809, -0.0094)
C (0.1649, -1.3834, 0.1151)
C (1.6338, 0.6988, 0.2368)
H (0.1663, -2.3201, -0.5649)
H (1.3677, 0.4927, 1.2560)

E_LUMO = -3.99 eV
total charge = +1
structure (SMILES) = C=C1C[N@@H+]1CI
E_HOMO = -13.67 eV


(2)
# C4H7IN

A structure of composition C4H7IN at a distorted geometry (ωB97M-V/def2-TZVPD, the OMol25 dataset).

Atoms and positions in Å:
H (2.1562, -0.5907, -1.3072)
C (-0.1942, -0.9082, 1.1147)
H (-1.6179, 1.3596, 0.0526)
C (-0.7089, -0.6846, 2.1969)
H (-1.4824, -0.5083, 2.9134)
H (-2.0665, 2.3098, -1.4204)
H (2.4930, -0.5304, 0.3787)
H (-0.6484, 2.5409, -0.6901)
I (-1.0505, -0.8892, -1.6420)
H (2.1619, -2.0077, -0.2992)
C (0.4215, -0.9331, -0.0754)
N (-1.3300, 1.8227, -0.8257)
C (1.8661, -0.9808, -0.3964)

E_LUMO (alpha / beta) = -4.51 / -7.88 eV
2S+1 = 3
total charge = +1
E_HOMO (alpha / beta) = -12.36 / -14.40 eV


(3)
# C4H7IO

An isolated molecule of C4H7IO at a distorted geometry (ωB97M-V/def2-TZVPD, the OMol25 dataset).

Atoms and positions in Å:
C (0.2830, -1.4381, 0.6778)
H (-1.6973, 1.7080, -0.9811)
H (-0.6485, -1.1509, 0.9017)
H (0.6040, -1.9175, 1.6051)
C (-1.2517, 0.8326, -0.7764)
I (3.0311, -0.0966, -0.1282)
C (0.1587, 0.9835, -0.1590)
H (-1.8347, 0.4762, 0.0248)
H (-1.1527, 0.2096, -1.5911)
H (0.4497, -2.0855, -0.1387)
H (0.6286, 1.5542, -0.9499)
C (0.9718, -0.2099, 0.2882)
O (0.4580, 1.1345, 1.2269)

E_LUMO = 0.45 eV
total charge = 0
structure (SMILES) = C[C@H]1O[C@]1(C)I
E_HOMO = -9.47 eV


(4)
# C4H7IO2

A cluster of 3 separate species, C4H7IO2 in total at a distorted geometry (ωB97M-V/def2-TZVPD, the OMol25 dataset).

Atoms and positions in Å:
H (-0.3811, 1.0752, -1.8448)
H (1.4719, -0.5499, 1.4953)
H (-0.7090, 1.7308, -0.3112)
O (1.3384, -0.2467, -1.1573)
C (-0.6582, 0.7994, -0.8301)
I (4.5708, -0.2351, 0.3208)
C (0.5046, 0.1070, -0.3509)
C (0.5831, -0.1136, 1.1429)
H (-0.1613, -0.7520, 1.5145)
H (0.4208, 0.8427, 1.6444)
C (1.0781, 3.6480, -0.4548)
H (-1.4049, 0.1153, -0.8297)
H (3.0619, -0.7776, -0.2756)
O (1.7825, 4.5031, -0.2207)

E_LUMO = 0.72 eV
total charge = 0
E_HOMO = -9.51 eV


(5)
# C4H7IO2S

An isolated molecule of C4H7IO2S at a distorted geometry (ωB97M-V/def2-TZVPD, the OMol25 dataset).

Atoms and positions in Å:
O (0.4815, -1.8356, 0.8306)
C (1.4197, 1.0222, 0.0598)
O (-1.1522, -0.1942, 1.5238)
C (0.2257, 0.4458, -0.7294)
H (-0.4505, 1.2252, -1.0994)
H (-2.3983, -2.0134, 0.4049)
I (3.0824, -0.2120, -0.1819)
C (-1.8041, -1.7440, -0.4546)
C (1.3842, 2.1827, 0.7520)
H (0.7133, 0.1437, -1.6794)
H (2.2529, 2.4348, 1.3302)
H (0.5015, 2.7700, 0.7615)
H (-2.2606, -0.7734, -0.9071)
H (-1.4641, -2.5177, -1.1085)
S (-0.5314, -0.9342, 0.4975)

E_LUMO = 0.56 eV
total charge = 0
structure (SMILES) = C=C(I)CS(C)(=O)=O
E_HOMO = -8.94 eV


(6)
# C4H7IOS

A structure of composition C4H7IOS at a distorted geometry (ωB97M-V/def2-TZVPD, the OMol25 dataset).

Atoms and positions in Å:
H (-0.1563, -1.7386, -1.6099)
H (0.5369, 1.8190, -1.1857)
H (-1.6471, -1.1266, 1.1280)
C (0.3482, 1.1526, -0.3181)
S (0.8118, -1.3232, 0.4165)
C (-0.7544, -0.4582, 0.9800)
H (-1.5343, 0.1803, -0.8956)
H (-1.6707, 1.3011, 0.2077)
H (-0.3586, -0.2012, 1.9250)
I (3.3909, 0.3883, -0.0299)
C (-1.0207, 0.5877, -0.0597)
O (0.0938, -2.2415, -0.7471)
H (0.5917, 1.6913, 0.6001)
C (1.3687, -0.0312, -0.4113)

E_LUMO = 0.53 eV
total charge = 0
E_HOMO = -7.62 eV


(7)
# C4H7IS2

An isolated molecule of C4H7IS2 at a distorted geometry (ωB97M-V/def2-TZVPD, the OMol25 dataset).

Atoms and positions in Å:
H (-2.1598, 1.6285, -0.8993)
H (2.4120, -1.7930, 1.6836)
H (0.1316, 1.0060, -2.1361)
H (1.7045, -2.6700, 0.3732)
H (-1.3330, 2.8342, -1.5967)
S (-0.3474, -0.2856, -0.1139)
H (0.7295, 1.7261, -0.6953)
C (1.2650, -0.6593, 0.4586)
I (2.9652, 0.3473, -0.1624)
C (-1.2575, 2.1693, -0.8711)
H (0.4411, -2.2519, 1.6595)
C (-0.1057, 1.2706, -1.0878)
S (-1.2188, 2.9946, 0.6832)
C (1.4573, -1.9609, 1.1293)

E_LUMO (alpha / beta) = 0.23 / -1.96 eV
total charge = 0
E_HOMO (alpha / beta) = -9.40 / -6.88 eV


(8)
# C4H7N

An isolated molecule of C4H7N at a distorted geometry (ωB97M-V/def2-TZVPD, the OMol25 dataset).

Atoms and positions in Å:
C (0.1956, 0.4237, 0.1014)
C (0.8934, -0.8432, 0.0117)
H (1.8824, 1.4948, 0.6516)
N (-1.1152, 0.5178, -0.2422)
H (0.1702, -1.5771, 0.2492)
C (-2.2211, 0.1773, 0.3469)
H (-3.1187, 0.4090, -0.2237)
H (1.6411, -0.8636, 0.7037)
C (0.8417, 1.5356, 0.4562)
H (0.4657, 2.4485, 0.3868)
H (1.3813, -0.9199, -0.9280)
H (-2.3614, -0.0289, 1.4679)

E_LUMO = 0.98 eV
total charge = 0
structure (SMILES) = C=NC(=C)C
E_HOMO = -8.21 eV


The evaluated energy relative to the best compared isomer or geometry (same formula, charge and spin) for the records listed, in turn: 342.8; 60.2; 230.8; 52.7; 148.2; 224.9; 0.0; 206.3 kJ/mol.